[1]
A cluster of 2 separate species, C4H11NS in total, computed with the ωB97M-V functional and the def2-TZVPD basis.

Geometry as XYZ:
```
17
Properties=species:S:1:pos:R:3
C -0.98399 -0.87778 0.51011
N -1.72399 -1.31479 -0.52363
C -0.96867 -1.79910 -1.63018
C 1.07319 3.29627 0.37504
S 1.21350 1.52727 0.41590
C 0.38898 -1.38057 0.85025
H -1.53996 -0.96209 1.44917
H -0.77232 0.29918 0.39176
H -0.31084 -2.61118 -1.36572
H -1.65578 -2.04194 -2.42876
H -0.32038 -0.97685 -1.97588
H 0.54177 3.74539 1.22403
H 2.08644 3.72139 0.33347
H 0.62232 3.72848 -0.52923
H 1.08945 -1.39352 0.00983
H 0.48179 -2.33205 1.38204
H 0.77850 -0.62810 1.51179
```

## Properties
- max |F| (eV/Å) = 2.364
- energy above the lowest of the compared OMol25 structures with the same formula, charge and spin (kcal per mole) = 110.4
- net charge = 0
- gap between HOMO and LUMO (eV) = 5.32

***

[2]
A structure of composition C23H21Cl2N4O9S2W, computed with the ωB97M-V functional and the def2-TZVPD basis.

Geometry as XYZ:
```
62
Properties=species:S:1:pos:R:3
W 0.33968 0.61036 0.21917
C 2.43701 3.48352 -2.08139
O 3.64040 2.80181 -2.42675
C 3.87162 1.52033 -2.05903
C 5.00339 0.96524 -2.64348
C 5.42390 -0.32954 -2.37003
C 4.71332 -1.10287 -1.48527
C 3.56438 -0.57825 -0.88243
C 2.90051 -1.32998 0.13076
N 1.83892 -0.94181 0.75728
N 1.49296 -1.76159 1.81316
C 0.47222 -1.26921 2.43629
O -0.07831 -0.15426 2.03408
C -0.13105 -2.01526 3.54947
C 0.51447 -3.12560 4.09265
C -0.08815 -3.83970 5.11247
C -1.33446 -3.45486 5.59293
C -1.97741 -2.35080 5.05315
C -1.37744 -1.62879 4.03397
C 3.11713 0.72851 -1.16591
O 2.02960 1.17175 -0.55270
H 2.49612 4.44571 -2.58394
H 2.36652 3.65136 -1.00730
H 1.56404 2.93898 -2.43432
H 5.55293 1.59604 -3.32948
H 6.31367 -0.71742 -2.84695
H 5.03493 -2.10635 -1.23569
H 3.33761 -2.27005 0.45180
H 1.48296 -3.41133 3.70666
H 0.41127 -4.70060 5.53727
H -1.79880 -4.01280 6.39588
H -2.94813 -2.05078 5.42525
H -1.86412 -0.76152 3.60692
O 0.46025 4.45676 1.29224
C 0.25164 3.39694 0.78750
O 0.64554 2.22030 1.25752
C -0.50462 3.23007 -0.56916
O -1.21674 4.06172 -1.05009
O -0.23199 2.05454 -1.11510
C -3.09635 -2.09361 -3.44809
N -1.70936 -1.64098 -3.37738
C -1.23331 -0.51863 -2.82838
S 0.47576 -0.49825 -2.43622
N -1.92549 0.56935 -2.60712
C -3.32296 0.87733 -2.88975
H -3.09110 -3.18051 -3.46828
H -3.59856 -1.73952 -4.34685
H -3.64990 -1.76890 -2.56853
H -0.99866 -2.34145 -3.50573
H -1.40665 1.30295 -2.11501
H -3.66804 0.35769 -3.77765
H -3.38642 1.94788 -3.07052
H -3.95052 0.63872 -2.03089
Cl -3.50999 3.71197 1.43698
C -3.21754 2.09756 2.12307
Cl -1.91744 2.15442 3.31575
C -2.94050 1.14969 0.93244
O -3.90265 0.60113 0.43143
O -1.73706 1.04460 0.48612
H -4.12140 1.79227 2.63408
S -1.15415 -2.66730 -0.10980
C -0.66348 -1.21695 -0.22714
```

## Properties
- spin multiplicity = 2
- max |F| (eV/Å) = 1.791
- energy above the lowest of the compared OMol25 structures with the same formula, charge and spin (kcal per mole) = 20.8
- net charge = 0
- gap between HOMO and LUMO (alpha / beta) (eV) = 6.39 / 6.42

***

[3]
A cluster of 2 separate species, C11H15N in total, computed with the ωB97M-V functional and the def2-TZVPD basis.

Geometry as XYZ:
```
27
Properties=species:S:1:pos:R:3
C -1.51291 -1.14163 2.49081
C -0.33639 -0.43564 1.67685
C -0.44995 0.89624 1.65912
N 0.48141 1.33082 0.73951
C 1.28278 0.26123 0.47197
C 2.67220 0.32016 0.04969
C 3.32033 -0.89850 0.20296
C 2.66841 -2.08245 0.55263
C 1.35981 -2.23710 1.03916
C 0.78706 -1.01634 0.97708
H -1.18483 -2.19293 2.60282
H -2.24160 -1.23478 1.69816
H -1.77215 -0.68483 3.33322
H -0.98496 1.67129 2.20273
H 0.77883 2.35415 0.87559
H 3.06645 1.09999 -0.62644
H 4.44895 -1.11507 -0.00819
H 3.15507 -3.00626 0.40130
H 0.83341 -3.21080 0.85747
C -2.57305 1.40521 -2.12446
C -1.53082 1.34183 -3.18635
H -2.42466 2.40372 -1.61789
H -3.52805 1.41284 -2.48638
H -2.46806 0.71853 -1.25683
H -1.96478 1.93250 -4.08267
H -1.33196 0.33073 -3.57968
H -0.55054 1.77709 -2.86217
```

## Properties
- max |F| (eV/Å) = 7.521
- SMILES string = Cc1c[nH]c2ccccc12.CC
- energy above the lowest of the compared OMol25 structures with the same formula, charge and spin (kcal per mole) = 78.4
- net charge = 0
- gap between HOMO and LUMO (eV) = 8.61

***

[4]
A cluster of 2 separate species, C4H13N2O in total, computed with the ωB97M-V functional and the def2-TZVPD basis.

Geometry as XYZ:
```
20
Properties=species:S:1:pos:R:3
C 3.36770 0.44058 -0.45769
C 2.06474 -0.11677 -0.94845
O 1.27188 -0.71383 -0.16240
N 1.53820 0.26685 -2.09142
H 3.18183 1.24540 0.25350
H 3.86009 0.71642 -1.39594
H 0.69277 -0.12013 -2.49589
H 2.01284 1.03229 -2.56058
H 4.00144 -0.31598 0.00366
C -2.21214 -0.71406 0.61785
C -2.80056 0.65992 0.40808
N -0.97629 -0.63387 1.50274
H -2.86513 -1.37864 1.18009
H -1.97439 -1.19682 -0.32475
H -2.11678 1.50404 0.36633
H -3.47395 0.85943 1.25214
H -1.09927 -0.16171 2.40235
H -0.74200 -1.54592 1.91970
H -0.15661 -0.46975 0.89055
H -3.57437 0.64253 -0.35989
```

## Properties
- spin multiplicity = 2
- max |F| (eV/Å) = 2.052
- energy above the lowest of the compared OMol25 structures with the same formula, charge and spin (kcal per mole) = 43.7
- net charge = +2
- gap between HOMO and LUMO (alpha / beta) (eV) = 11.00 / 6.18

***

[5]
A cluster of 2 separate species, C6H15NO2 in total, computed with the ωB97M-V functional and the def2-TZVPD basis.

Geometry as XYZ:
```
24
Properties=species:S:1:pos:R:3
C -1.07915 0.26382 0.44563
C 1.03165 -0.42838 -0.30336
C -1.43123 1.68622 0.12488
C -1.96468 -0.79061 -0.15731
C 1.86841 0.76252 0.14709
C 0.70176 -0.36106 -1.78397
N -0.23633 -1.13628 2.02080
O -0.77040 0.15061 1.74678
O 1.84649 -1.62184 -0.23374
H 2.33047 -1.63395 0.59967
H 0.31296 -0.95272 2.86128
H 0.44689 -1.11874 1.06082
H -1.61320 -1.79389 0.06078
H -0.85245 2.37343 0.73858
H -2.49625 1.86996 0.30103
H -1.24094 1.89466 -0.92823
H -2.97327 -0.68470 0.26084
H -2.03688 -0.64320 -1.23280
H 0.16326 0.54771 -2.04751
H 2.83435 0.77866 -0.37008
H 1.37111 1.70687 -0.07342
H 2.05371 0.72347 1.22422
H 1.62118 -0.36429 -2.37942
H 0.11256 -1.22828 -2.08258
```

## Properties
- max |F| (eV/Å) = 2.625
- energy above the lowest of the compared OMol25 structures with the same formula, charge and spin (kcal per mole) = 132.4
- net charge = 0
- gap between HOMO and LUMO (alpha / beta) (eV) = 8.59 / 8.59